Entry from the Open Molecules 2025 dataset: a 9-piece molecular cluster, C36H90F9N6O12 overall at a distorted geometry (ωB97M-V/def2-TZVPD).

Its frontier orbital gap is 1.68 eV. As for the total charge: +3. Its multiplicity is 1. The total energy comes out at -96718.8265 eV.

Geometry as XYZ:
```
153
Properties=species:S:1:pos:R:3:forces:R:3
C 3.505 -4.039 -28.425 -0.4 -0.5 -1.0
C 3.393 -4.308 -29.986 3.0 0.5 2.8
C 2.079 -4.105 -30.566 -1.7 0.5 -2.4
O 2.202 -4.176 -32.008 -0.9 -0.5 -0.2
C 0.934 -4.224 -32.797 1.0 -0.2 0.4
N 4.415 -3.402 -30.706 -0.5 0.1 0.3
H 5.387 -3.639 -30.568 0.4 -0.7 0.0
H 4.194 -3.343 -31.690 -0.2 -0.5 -0.8
H 4.352 -2.445 -30.390 -0.4 0.4 0.5
H 3.356 -3.027 -28.049 -0.4 0.1 -0.4
H 4.457 -4.365 -28.006 0.1 -0.2 -0.4
H 2.752 -4.722 -28.031 -0.1 0.3 0.4
H 3.769 -5.330 -30.019 -0.1 0.0 -0.9
H 1.693 -3.100 -30.399 -0.3 0.0 0.8
H 1.422 -4.881 -30.175 -0.3 0.1 0.0
H 0.228 -4.971 -32.433 0.2 0.0 0.4
H 1.200 -4.540 -33.806 0.3 0.1 0.2
H 0.445 -3.252 -32.860 0.2 0.1 0.3
C 14.356 -9.534 -13.044 -0.9 0.1 -1.1
C 13.467 -10.406 -13.945 -1.4 0.6 -1.1
C 13.078 -9.818 -15.356 0.9 -1.1 -0.3
O 12.169 -10.668 -16.060 -0.3 0.6 2.4
C 11.900 -10.305 -17.400 0.8 -0.8 -0.3
N 14.067 -11.770 -14.106 0.8 -0.2 0.7
H 15.067 -11.737 -14.250 0.6 0.3 -0.1
H 13.938 -12.179 -13.192 0.1 -0.7 0.3
H 13.733 -12.428 -14.796 -0.9 0.1 -0.6
H 15.296 -9.263 -13.525 0.1 -0.2 0.2
H 14.471 -9.947 -12.042 0.2 0.0 -0.1
H 13.770 -8.618 -12.966 0.2 0.2 0.3
H 12.549 -10.628 -13.401 -0.2 0.2 -0.1
H 13.984 -9.834 -15.961 0.5 0.4 0.0
H 12.759 -8.778 -15.281 -0.3 0.0 0.2
H 11.130 -11.007 -17.720 0.0 0.3 -0.1
H 12.834 -10.525 -17.917 -0.1 0.2 -0.7
H 11.611 -9.272 -17.597 -0.1 0.1 0.5
C 11.759 3.747 -28.600 -1.1 0.6 -1.2
C 11.373 2.304 -28.314 -1.3 -0.5 1.3
C 10.433 2.117 -27.059 1.5 1.4 1.3
O 11.169 2.664 -25.927 0.2 -0.2 -2.0
C 10.623 2.350 -24.658 -0.2 -0.9 -0.9
N 10.506 1.727 -29.478 0.4 0.4 0.5
H 10.953 1.755 -30.383 0.5 -0.1 -0.3
H 10.235 0.775 -29.276 0.3 -0.8 0.1
H 9.625 2.203 -29.609 -0.3 0.7 0.3
H 12.112 3.848 -29.626 1.0 -0.3 0.1
H 12.353 4.330 -27.895 0.3 -0.9 0.1
H 10.886 4.386 -28.728 -0.7 -0.2 0.5
H 12.205 1.608 -28.211 0.1 0.2 -0.2
H 10.128 1.095 -26.830 0.3 -0.4 -0.3
H 9.523 2.702 -27.194 -0.3 0.2 -0.2
H 11.345 2.634 -23.892 -0.4 0.5 -0.1
H 10.546 1.264 -24.622 -0.2 -0.2 0.4
H 9.622 2.783 -24.642 0.0 0.2 0.9
C 12.323 -3.301 -38.115 0.0 -0.6 0.5
C 11.278 -3.527 -36.994 1.3 0.7 -1.2
C 10.049 -4.277 -37.474 1.0 -0.6 -0.8
O 10.490 -5.563 -37.945 -1.2 0.2 0.4
C 9.440 -6.280 -38.666 -0.5 -0.5 1.0
N 12.013 -4.199 -35.801 -0.7 0.7 -0.4
H 11.533 -4.175 -34.912 -0.8 -0.1 0.3
H 12.256 -5.166 -35.956 0.1 -0.6 -0.5
H 12.843 -3.652 -35.622 0.6 0.0 -0.2
H 12.701 -4.254 -38.485 -0.1 0.1 -0.2
H 13.176 -2.716 -37.772 0.0 0.1 0.2
H 11.861 -2.728 -38.919 -0.1 -0.2 0.0
H 11.053 -2.508 -36.679 -0.5 -0.3 0.5
H 9.649 -3.835 -38.386 -0.1 0.9 0.3
H 9.318 -4.148 -36.676 -0.5 -1.2 0.1
H 9.825 -7.204 -39.096 0.4 0.4 0.1
H 8.870 -5.739 -39.422 0.7 0.7 -0.2
H 8.660 -6.583 -37.967 0.1 -0.1 0.4
C 2.374 -4.312 -17.936 0.3 -0.2 -1.0
C 3.637 -5.077 -17.513 -0.7 0.4 0.9
C 4.937 -4.703 -18.244 -0.6 1.2 -1.0
O 5.120 -3.263 -18.232 -0.2 -1.2 0.8
C 6.206 -2.928 -19.073 1.0 0.7 0.1
N 3.831 -4.699 -16.038 0.5 0.2 -0.8
H 3.095 -5.097 -15.473 -0.2 0.0 0.4
H 4.743 -4.948 -15.683 0.3 -0.4 0.3
H 3.806 -3.689 -16.028 -0.2 0.6 0.4
H 1.884 -4.888 -18.721 0.2 0.3 -0.4
H 2.688 -3.332 -18.296 -0.3 0.0 -0.1
H 1.564 -4.209 -17.214 0.4 0.0 0.5
H 3.379 -6.135 -17.460 0.7 -0.1 -0.4
H 4.867 -4.901 -19.314 -0.3 -0.8 0.0
H 5.809 -5.240 -17.873 0.1 0.0 0.3
H 6.112 -3.341 -20.077 -0.3 0.1 -0.1
H 7.176 -3.233 -18.680 0.0 -0.6 0.3
H 6.348 -1.847 -19.104 -0.7 0.0 -0.1
C 19.650 -1.112 -29.484 0.1 0.5 0.2
C 20.391 -1.989 -30.464 0.0 0.0 -0.7
C 19.744 -3.309 -30.871 2.1 0.0 -0.2
O 20.822 -3.965 -31.640 -2.1 -0.4 1.4
C 20.421 -5.343 -31.853 -0.2 -0.1 -0.8
N 20.611 -1.122 -31.732 -0.2 0.2 0.4
H 19.749 -0.839 -32.176 -0.6 0.0 0.0
H 21.055 -0.279 -31.399 0.3 0.5 0.0
H 21.188 -1.479 -32.480 0.5 -0.9 0.0
H 20.236 -0.241 -29.191 0.5 -0.2 0.2
H 19.418 -1.663 -28.573 -0.2 0.0 -0.2
H 18.769 -0.630 -29.909 -0.4 -0.6 0.0
H 21.427 -2.177 -30.184 -0.2 -0.2 0.4
H 18.804 -3.165 -31.404 0.0 0.0 -0.6
H 19.481 -3.900 -29.993 0.3 0.0 0.2
H 21.230 -5.895 -32.331 -0.1 0.5 -0.4
H 19.499 -5.300 -32.433 0.2 -0.3 -0.6
H 20.141 -5.995 -31.025 0.3 0.8 1.0
C 11.447 -4.513 -28.103 -2.5 2.4 -2.5
O 11.024 -3.832 -26.880 0.3 -0.5 0.5
O 10.686 -3.965 -29.165 2.4 -1.1 1.9
C 13.025 -4.275 -28.203 -1.4 1.0 0.7
F 13.614 -5.068 -29.076 0.3 -0.8 -0.6
F 13.369 -3.011 -28.555 -0.5 0.5 -0.6
F 13.650 -4.403 -27.027 0.1 -0.9 0.6
C 10.336 -4.571 -25.887 0.6 0.3 1.1
C 11.227 -5.388 -24.960 0.9 -0.1 -0.9
H 12.008 -4.705 -24.627 0.2 -0.2 0.1
H 10.710 -5.775 -24.081 -0.2 -0.1 -0.2
H 11.707 -6.180 -25.534 0.1 -0.3 0.3
H 9.505 -5.186 -26.234 -0.2 0.2 -0.5
H 10.010 -3.837 -25.150 -0.9 0.5 -0.5
H 11.213 -5.575 -28.033 0.5 -0.4 0.4
C 19.849 -7.468 -23.090 2.8 -3.2 0.1
O 18.864 -7.881 -22.108 -0.6 0.4 -0.4
O 20.751 -8.562 -23.182 -2.9 3.5 -0.9
C 19.176 -6.861 -24.407 1.2 -2.8 -0.5
F 18.325 -7.701 -25.025 -0.5 0.0 0.1
F 18.506 -5.706 -24.248 0.2 0.4 0.1
F 20.172 -6.683 -25.345 -0.6 0.8 0.7
C 18.032 -6.932 -21.514 1.1 0.4 0.8
C 17.595 -7.430 -20.117 -0.7 -0.3 -1.7
H 16.934 -6.648 -19.742 0.1 -0.1 0.6
H 17.007 -8.325 -20.321 -0.3 -0.1 0.3
H 18.408 -7.754 -19.468 0.1 0.6 -0.1
H 17.203 -6.615 -22.148 -0.6 -0.4 0.0
H 18.561 -5.993 -21.350 0.5 0.3 0.0
H 20.391 -6.573 -22.782 0.1 0.7 0.9
C 8.002 -10.112 -33.838 -1.6 -4.6 -1.2
O 9.389 -10.234 -33.485 1.7 1.2 1.3
O 7.506 -11.438 -33.851 0.5 4.4 0.5
C 7.222 -9.039 -32.984 2.1 -2.0 0.1
F 5.921 -9.014 -32.954 -2.1 -0.9 -0.2
F 7.633 -9.132 -31.722 0.2 0.4 1.3
F 7.519 -7.817 -33.426 1.0 2.1 -0.5
C 10.320 -9.142 -33.661 -0.5 -0.1 -0.1
C 11.699 -9.484 -33.071 -1.0 -1.3 0.5
H 11.641 -9.605 -31.989 -0.2 0.1 0.1
H 11.884 -10.491 -33.447 0.5 0.0 -0.1
H 12.561 -8.840 -33.244 -0.3 0.3 -0.5
H 9.946 -8.210 -33.238 -0.2 0.2 0.2
H 10.445 -8.992 -34.733 0.0 0.2 -0.4
H 8.016 -9.672 -34.835 -0.2 0.5 -0.8
```
Forces are in eV/Å.

Here are the Mulliken charges for atoms 1 to 8, given in e:
1 C -1.415
2 C 0.279
3 C -0.641
4 O -0.363
5 C -0.741
6 N -0.269
7 H 0.373
8 H 0.353